This record from the OMol25 dataset describes C6H14O in the gas phase. The level of theory is ωB97M-V with the def2-TZVPD basis set.

CARTESIAN COORDINATES (ANGSTROEM)
C: -2.99321 0.63477 -0.00955
C: -1.77246 -0.14819 0.46131
C: -0.75818 -0.41757 -0.65491
C: 0.45201 -1.18391 -0.11084
C: 1.83924 -0.90465 -0.64877
O: 2.47380 -0.25359 0.59326
C: 2.54714 1.16039 0.62994
H: -3.69754 0.81344 0.80995
H: -3.52824 0.09272 -0.79776
H: -2.69933 1.60834 -0.41868
H: -1.26746 0.39685 1.27108
H: -2.09326 -1.10463 0.89616
H: -1.27097 -0.94087 -1.47978
H: -0.42607 0.54522 -1.07203
H: 0.22817 -2.24551 0.07357
H: 0.89217 -0.71557 0.82410
H: 2.44651 -1.79533 -0.83482
H: 1.88488 -0.19873 -1.48471
H: 3.46954 1.47693 0.13261
H: 2.58649 1.52663 1.67277
H: 1.68676 1.65324 0.14711

The max |F| comes out at 2.85 eV/Å. Its SMILES is CCCCCOC. As for the LUMO energy: 1.11 eV. Its charge is 0. The calculation puts the energy above the lowest of the compared OMol25 structures with the same formula, charge and spin at 47.9 kcal per mole.